This record from the OMol25 dataset describes a cluster of 2 separate species, C7H6Br2O in total. The level of theory is ωB97M-V/def2-TZVPD.

Computed properties:
Energy above the lowest of the compared OMol25 structures with the same formula, charge and spin (kJ/mol): 583.9
LUMO energy (Eh): -0.0546
Orbital gap (eV): 6.4

```
! RIJCOSX wB97M-V def2-TZVPD def2/J DEFGRID3
* xyz 0 1
C 0.49577 -0.79196 0.05791
C 1.73167 -1.34531 -0.11425
C 0.79097 0.56225 0.48314
C 2.78678 -0.36455 0.11261
C -0.05767 1.54297 0.73580
C 5.30750 0.13611 0.02445
C -0.84731 -1.41062 -0.29120
O 2.11204 0.73518 0.46311
Br 2.22306 -3.04801 -0.72962
Br 5.16369 1.99044 0.24180
H 0.12736 2.66374 0.87143
H -1.14197 1.19256 0.69960
H 5.24282 -0.13011 -1.15184
H -0.58938 -1.81154 -1.19792
H -1.58722 -0.59915 -0.27372
H -1.05966 -2.10669 0.52748
*
```

***

This record from the OMol25 dataset describes a structure of composition C7H6BrCuF3NO3S. The level of theory is ωB97M-V/def2-TZVPD.

Computed properties:
LUMO energy (Eh): -0.0146
Orbital gap (eV): 8.5

```
! RIJCOSX wB97M-V def2-TZVPD def2/J DEFGRID3
* xyz 0 1
Cu 0.59138 -1.70196 -0.25946
C -2.60219 2.07454 -1.26850
C -1.18904 1.57598 -1.37057
C -0.10060 2.43336 -1.47233
C 1.18148 1.92425 -1.60560
C 1.34293 0.55352 -1.58832
Br 3.05017 -0.20352 -1.82126
N 0.32198 -0.29820 -1.44100
C -0.91890 0.21507 -1.36846
H -2.63344 3.16161 -1.30448
H -3.06308 1.74755 -0.33584
H -3.20488 1.68655 -2.09046
H -0.25114 3.50575 -1.45402
H 2.04217 2.56517 -1.72199
H -1.72534 -0.50572 -1.31712
F 1.12854 -1.89406 4.33948
C 0.39846 -2.11925 3.25338
F -0.48890 -3.07724 3.52227
F -0.27235 -0.99713 2.94699
S 1.48215 -2.61105 1.82289
O 1.96029 -1.33336 1.29351
O 2.44072 -3.50652 2.36948
O 0.50958 -3.19533 0.87140
*
```

***

This record from the OMol25 dataset describes an isolated molecule of C7H6BrNS2. The level of theory is ωB97M-V/def2-TZVPD.

Computed properties:
Energy above the lowest of the compared OMol25 structures with the same formula, charge and spin (kJ/mol): 0.0
LUMO energy (Eh): 0.0110
Orbital gap (eV): 7.8

```
! RIJCOSX wB97M-V def2-TZVPD def2/J DEFGRID3
* xyz 0 1
C -2.44345 0.17476 -0.75312
C -2.74874 -1.03222 -1.24169
C -1.31380 0.25022 0.02169
C -0.62385 -0.93938 0.10850
C 2.15083 -0.21397 0.00510
C 1.71109 -0.55316 1.43662
C 1.63354 2.09908 -0.65771
N 2.13180 1.02320 -0.38522
S -1.58836 -2.23457 -0.75659
S 0.25278 -1.63574 1.47070
Br -0.82728 1.94043 0.77199
H -3.09173 1.00711 -1.04121
H -3.76346 -1.25077 -1.74013
H 2.62020 -1.00793 -0.59321
H 2.42659 -1.09046 2.03239
H 1.38833 0.41897 1.87235
H 2.08552 3.04444 -0.55045
*
```

***

This record from the OMol25 dataset describes an isolated molecule of C7H6Cl2N2. The level of theory is ωB97M-V/def2-TZVPD.

Computed properties:
Energy above the lowest of the compared OMol25 structures with the same formula, charge and spin (kJ/mol): 244.9
LUMO energy (Eh): -0.0294
Orbital gap (eV): 8.7

```
! RIJCOSX wB97M-V def2-TZVPD def2/J DEFGRID3
* xyz 0 1
C 1.50672 1.90265 0.42128
C 0.33956 -1.99366 -0.50164
C 1.33914 0.55727 0.26330
C 1.95146 -0.64021 0.28358
C -0.84620 -1.17470 0.04707
C -0.70033 0.28576 -0.38704
C -1.63640 1.32972 0.19010
N 1.59791 3.06225 0.53886
N 1.53469 -1.73980 -0.29237
Cl 3.66946 -0.95438 0.77328
Cl -0.49960 0.43820 -2.20873
H 0.16516 -2.88118 -0.95834
H -1.84159 -1.54575 -0.25317
H -0.80961 -1.30574 1.11717
H -1.03625 2.21714 0.43220
H -2.23370 0.90859 1.07767
H -2.50040 1.53383 -0.54325
*
```

***

This record from the OMol25 dataset describes an isolated molecule of C7H6Cl2N2. The level of theory is ωB97M-V/def2-TZVPD.

Computed properties:
SMILES: CC[C@H]1C(Cl)(Cl)C1(C#N)C#N
Energy above the lowest of the compared OMol25 structures with the same formula, charge and spin (kJ/mol): 143.9
LUMO energy (Eh): -0.0001
Orbital gap (eV): 11.2

```
! RIJCOSX wB97M-V def2-TZVPD def2/J DEFGRID3
* xyz 0 1
C -2.38527 0.88192 -1.11419
C -1.46771 1.53253 0.80607
C -0.06289 -0.14911 -0.49114
C -1.41642 0.44000 -0.11649
C -1.06153 -1.01377 0.17059
C 2.34876 -0.69552 0.06074
C 1.12851 0.24415 0.30609
N -3.03975 1.49251 -1.83010
N -1.53038 2.33274 1.59338
Cl -1.98368 -2.29370 -0.82654
Cl -1.01316 -1.46674 1.95225
H 0.12427 -0.25825 -1.52947
H 2.06572 -1.72140 0.27817
H 3.29792 -0.42859 0.55671
H 2.54737 -0.63079 -1.04742
H 1.39524 1.25100 -0.22408
H 1.05300 0.48300 1.45544
*
```

***

This record from the OMol25 dataset describes a cluster of 2 separate species, C7H6Cl3F in total. The level of theory is ωB97M-V/def2-TZVPD.

Computed properties:
SMILES: ClC(Cl)Cl.Fc1ccccc1
Energy above the lowest of the compared OMol25 structures with the same formula, charge and spin (kJ/mol): 0.0
LUMO energy (Eh): 0.0277
Orbital gap (eV): 10.5

```
! RIJCOSX wB97M-V def2-TZVPD def2/J DEFGRID3
* xyz 0 1
C -0.83521 -7.19143 -1.72641
Cl -2.52583 -7.48980 -1.32919
Cl -0.16248 -5.94613 -0.61167
Cl -0.81715 -6.57342 -3.37896
H -0.25017 -8.06459 -1.56188
F 1.64825 -8.27548 -1.18578
C 1.84158 -9.62406 -1.09049
C 2.65762 -10.03605 -0.07208
C 2.87613 -11.37736 0.12927
C 2.20806 -12.29717 -0.66879
C 1.30584 -11.87762 -1.64085
C 1.04262 -10.48654 -1.80516
H 3.17540 -9.28873 0.52633
H 3.70965 -11.77710 0.69817
H 2.60050 -13.34302 -0.76607
H 0.82253 -12.65223 -2.20162
H 0.29953 -10.21068 -2.59495
*
```

***

This record from the OMol25 dataset describes an isolated molecule of C7H6ClNO3S2. The level of theory is ωB97M-V/def2-TZVPD.

Computed properties:
<S²>: 2.010
Energy above the lowest of the compared OMol25 structures with the same formula, charge and spin (kJ/mol): 114.6
LUMO energy (alpha / beta) (Eh): 0.0019 / -0.1627
Orbital gap (alpha / beta) (eV): 5.1 / 5.6

```
! RIJCOSX wB97M-V def2-TZVPD def2/J DEFGRID3
* xyz 0 3
C 1.35596 -1.46377 -1.01465
C 2.19762 -2.51357 -0.77984
C 0.92878 -1.04781 0.27429
C -2.25704 0.63897 0.08424
C -1.47492 -0.17260 -0.52385
C -1.96652 1.23834 1.39930
C 0.11648 0.07527 0.43095
N 1.52815 -1.68698 1.22215
O -0.33255 2.65093 -0.20644
O 0.90529 1.34775 -1.94019
O 2.20513 -2.69559 0.61749
S -0.39502 0.58097 1.99653
S 0.60282 1.62481 -0.53565
Cl 2.45914 2.28296 0.06787
H 0.91650 -1.08695 -1.85717
H 2.85868 -3.07985 -1.39936
H -3.34140 0.93983 -0.19773
H -1.68180 -0.75499 -1.40348
H -2.07161 2.33782 1.55675
H -2.55370 0.78446 2.20880
*
```

***

This record from the OMol25 dataset describes a cluster of 2 separate species, C7H6F3N3O2 in total. The level of theory is ωB97M-V/def2-TZVPD.

Computed properties:
Energy above the lowest of the compared OMol25 structures with the same formula, charge and spin (kJ/mol): 401.2
LUMO energy (alpha / beta) (Eh): -0.0342 / -0.0475
Orbital gap (alpha / beta) (eV): 7.0 / 5.3

```
! RIJCOSX wB97M-V def2-TZVPD def2/J DEFGRID3
* xyz 0 1
C -0.73164 -0.16833 1.98419
C 0.21836 0.75367 1.65262
C -0.80957 -1.49013 1.62876
C 0.79249 -1.96245 -0.23869
C 2.16449 0.92357 0.19124
C -0.11766 1.91777 -2.84916
C 0.06236 1.13076 -1.55919
N 0.00407 -2.02093 0.66523
N 1.35846 0.53224 1.04147
N -1.64304 -2.42022 2.09737
O 1.54985 -2.24260 -1.08701
O 3.19252 0.91667 -0.40347
F 1.15922 2.00641 -3.44719
F -0.30353 -0.17837 -1.84292
F -0.84573 1.51251 -0.53573
H -1.50502 0.15409 2.70980
H 0.11513 1.76345 2.06010
H -0.59554 1.43508 -3.69630
H -0.42836 2.97282 -2.95479
H -2.10005 -2.17198 2.99993
H -1.53679 -3.36405 1.58374
*
```

***

What did the seventh record say?
This record from the OMol25 dataset describes an isolated molecule of C7H6ClNO3S2. The level of theory is ωB97M-V/def2-TZVPD.

Computed properties:
<S²>: 2.010
Energy above the lowest of the compared OMol25 structures with the same formula, charge and spin (kJ/mol): 114.6
LUMO energy (alpha / beta) (Eh): 0.0019 / -0.1627
Orbital gap (alpha / beta) (eV): 5.1 / 5.6

```
! RIJCOSX wB97M-V def2-TZVPD def2/J DEFGRID3
* xyz 0 3
C 1.35596 -1.46377 -1.01465
C 2.19762 -2.51357 -0.77984
C 0.92878 -1.04781 0.27429
C -2.25704 0.63897 0.08424
C -1.47492 -0.17260 -0.52385
C -1.96652 1.23834 1.39930
C 0.11648 0.07527 0.43095
N 1.52815 -1.68698 1.22215
O -0.33255 2.65093 -0.20644
O 0.90529 1.34775 -1.94019
O 2.20513 -2.69559 0.61749
S -0.39502 0.58097 1.99653
S 0.60282 1.62481 -0.53565
Cl 2.45914 2.28296 0.06787
H 0.91650 -1.08695 -1.85717
H 2.85868 -3.07985 -1.39936
H -3.34140 0.93983 -0.19773
H -1.68180 -0.75499 -1.40348
H -2.07161 2.33782 1.55675
H -2.55370 0.78446 2.20880
*
```